{"formula": "C36H54O18", "method": "the ωB97M-V functional and the def2-TZVPD basis", "symbols": ["O", "C", "O", "C", "C", "C", "H", "H", "H", "H", "H", "H", "O", "C", "O", "C", "C", "C", "H", "H", "H", "H", "H", "H", "O", "C", "O", "C", "C", "C", "H", "H", "H", "H", "H", "H", "O", "C", "O", "C", "C", "C", "H", "H", "H", "H", "H", "H", "O", "C", "O", "C", "C", "C", "H", "H", "H", "H", "H", "H", "O", "C", "O", "C", "C", "C", "H", "H", "H", "H", "H", "H", "O", "C", "O", "C", "C", "C", "H", "H", "H", "H", "H", "H", "O", "C", "O", "C", "C", "C", "H", "H", "H", "H", "H", "H", "O", "C", "O", "C", "C", "C", "H", "H", "H", "H", "H", "H"], "coordinates": [[-4.3049, -1.2141, 6.4455], [-3.3131, -0.9271, 5.8010], [-2.3666, -1.7434, 5.6887], [-1.3802, -1.3271, 4.6808], [-2.1885, -0.3491, 3.7902], [-3.0407, 0.3443, 4.9897], [-0.8363, -2.1068, 4.1474], [-0.6570, -0.6947, 5.1957], [-2.7285, -0.8978, 3.0185], [-1.3942, 0.2692, 3.3721], [-3.9396, 0.8819, 4.6881], [-2.3622, 0.9934, 5.5432], [2.5185, -0.1013, -1.3222], [1.4100, -0.2210, -0.7009], [1.4077, -0.6178, 0.5277], [0.0974, -0.9410, 0.9898], [-0.7660, -0.7759, -0.2199], [0.0787, 0.1289, -1.1325], [-0.1725, -0.1422, 1.6806], [-0.0026, -1.8501, 1.5829], [-1.7086, -0.3114, 0.0694], [-0.8190, -1.7505, -0.7052], [-0.0133, 1.2102, -1.0305], [-0.1476, 0.0408, -2.1951], [-1.1085, 2.4860, 1.4069], [-1.0355, 3.2871, 2.3861], [-1.0133, 4.6014, 2.1654], [-0.4935, 5.3089, 3.3123], [-0.3423, 4.2040, 4.3859], [-0.8210, 2.8379, 3.8279], [-1.2872, 5.8703, 3.8051], [0.3625, 5.9825, 3.2707], [-0.9649, 4.4445, 5.2476], [0.6955, 4.1756, 4.7181], [-1.7694, 2.4748, 4.2240], [-0.0533, 2.0774, 3.6852], [-2.3740, -0.6127, -3.2834], [-3.2296, -1.5168, -3.2068], [-4.3274, -1.4861, -3.9423], [-5.0516, -2.6598, -3.9028], [-4.4887, -3.4356, -2.6839], [-3.1172, -2.7397, -2.3809], [-5.0649, -3.1815, -4.8597], [-6.1228, -2.4732, -3.8261], [-4.2594, -4.4545, -2.9958], [-5.1430, -3.4552, -1.8123], [-2.3038, -3.4212, -2.6303], [-3.0562, -2.5753, -1.3051], [1.0482, 1.9158, -3.6173], [0.7434, 3.0929, -3.5093], [1.6948, 3.9419, -3.3254], [1.2605, 5.2491, -3.4054], [-0.2799, 5.2497, -3.4433], [-0.6530, 3.7905, -3.8038], [1.5621, 5.6564, -4.3704], [1.5882, 5.9547, -2.6420], [-0.7066, 5.8630, -4.2370], [-0.7457, 5.5801, -2.5149], [-0.7528, 3.7200, -4.8869], [-1.4752, 3.3862, -3.2134], [8.6070, -0.4689, -1.6160], [7.5677, -0.4222, -0.8957], [6.7260, -1.4982, -0.6148], [5.6491, -1.1228, 0.3024], [6.2496, 0.1106, 0.9833], [7.1498, 0.7049, -0.0658], [5.1974, -1.7714, 1.0530], [4.8453, -0.7617, -0.3391], [6.8014, -0.0542, 1.9088], [5.5434, 0.8804, 1.2944], [8.0358, 1.2290, 0.2926], [6.4356, 1.1870, -0.7334], [-0.1561, -4.6429, 1.5584], [-0.5133, -5.7243, 1.9848], [-0.8583, -5.8042, 3.3455], [-1.1305, -7.1972, 3.6665], [-0.5683, -8.0647, 2.5639], [-0.5463, -7.0907, 1.3225], [-2.1923, -7.2534, 3.9067], [-0.6957, -7.5337, 4.6076], [-1.0916, -9.0195, 2.5127], [0.4074, -8.4930, 2.7931], [-1.4504, -7.2024, 0.7240], [0.3442, -7.2935, 0.7276], [-5.3360, 0.1626, 3.0049], [-5.1276, 0.3487, 1.7722], [-5.7784, -0.2981, 0.7431], [-5.3979, 0.1490, -0.4838], [-4.6721, 1.5080, -0.2856], [-4.2192, 1.4832, 1.2886], [-6.2682, 0.1284, -1.1399], [-4.6815, -0.5542, -0.9085], [-5.2953, 2.3891, -0.4387], [-3.8517, 1.5815, -0.9995], [-4.3722, 2.5008, 1.6479], [-3.1841, 1.1444, 1.3304], [8.2745, 1.4983, -3.9929], [7.0115, 1.5375, -4.2407], [6.1756, 1.6394, -3.1853], [4.8100, 1.6255, -3.4531], [4.8351, 1.8817, -5.0170], [6.2545, 1.4287, -5.4513], [4.2712, 2.4708, -3.0250], [4.4537, 0.6652, -3.0802], [4.9521, 2.9570, -5.1515], [3.9317, 1.6506, -5.5814], [6.4850, 1.9616, -6.3738], [6.0872, 0.4109, -5.8037]], "spin_multiplicity": 2, "e_tot_ha": -2758.3419, "total_charge": -1}

---

{"formula": "C39H38N7O8PSY", "method": "the ωB97M-V functional and the def2-TZVPD basis", "symbols": ["Y", "C", "O", "C", "C", "C", "C", "C", "C", "N", "N", "C", "C", "O", "C", "C", "C", "C", "C", "C", "C", "C", "H", "H", "H", "H", "H", "H", "H", "H", "H", "H", "H", "H", "H", "N", "N", "C", "N", "N", "N", "O", "O", "H", "H", "H", "H", "H", "C", "C", "C", "C", "C", "C", "C", "P", "C", "C", "C", "C", "C", "C", "C", "C", "C", "C", "C", "C", "C", "C", "H", "H", "H", "H", "H", "H", "H", "H", "H", "H", "H", "H", "H", "H", "H", "H", "H", "H", "H", "H", "O", "S", "O", "O", "O"], "coordinates": [[2.1993, -0.8547, 1.6881], [0.3421, -3.6436, 2.5379], [0.1128, -2.2602, 2.1813], [-1.0140, -1.6246, 2.5978], [-2.1949, -2.3129, 2.8516], [-3.3507, -1.6253, 3.1857], [-3.3416, -0.2405, 3.2548], [-2.1637, 0.4436, 3.0061], [-0.9896, -0.2304, 2.6922], [0.2551, 0.4704, 2.4545], [0.2017, 1.6528, 2.8852], [1.2230, 2.5570, 2.7995], [2.5602, 2.2896, 2.4080], [3.0127, 1.1391, 2.1470], [3.4695, 3.4082, 2.2839], [3.0822, 4.6674, 2.5597], [1.7545, 4.9661, 3.0141], [1.3838, 6.2874, 3.3233], [0.1234, 6.5813, 3.7776], [-0.7964, 5.5338, 3.9386], [-0.4576, 4.2373, 3.6368], [0.8315, 3.9109, 3.1569], [-0.4634, -4.0149, 3.1652], [1.2730, -3.7041, 3.0868], [0.3943, -4.2126, 1.6107], [-2.2257, -3.3902, 2.7627], [-4.2618, -2.1812, 3.3707], [-4.2449, 0.3057, 3.4957], [-2.1343, 1.5214, 3.0460], [4.4737, 3.1704, 1.9549], [3.7826, 5.4893, 2.4499], [2.1237, 7.0711, 3.1987], [-0.1539, 7.6001, 4.0170], [-1.7912, 5.7458, 4.3135], [-1.1773, 3.4456, 3.7814], [0.3982, 2.1637, -0.1889], [1.1076, 2.9122, -1.1304], [2.4222, 2.6419, -1.3615], [2.9831, 3.3642, -2.3568], [2.9539, 1.6857, -0.6309], [4.3108, 1.4639, -0.7307], [5.0931, 2.2802, -1.2340], [4.6788, 0.4351, -0.2092], [-0.1715, 1.4680, -0.6566], [-0.1781, 2.7856, 0.3609], [0.5906, 3.3325, -1.8863], [2.4996, 4.2007, -2.6361], [3.9906, 3.3648, -2.3555], [-2.7764, -1.8639, -4.1364], [-3.4537, -2.3596, -2.8885], [-4.7147, -2.9434, -2.9994], [-5.3724, -3.4758, -1.9005], [-4.7691, -3.4292, -0.6540], [-3.5251, -2.8288, -0.5256], [-2.8494, -2.2929, -1.6229], [-1.2307, -1.5290, -1.2030], [-1.1447, -0.1081, -2.3766], [-2.1481, 0.8363, -2.1294], [-2.2560, 2.0107, -2.8564], [-1.3149, 2.2809, -3.8420], [-0.3062, 1.3602, -4.0850], [-0.2014, 0.1565, -3.3798], [0.9173, -0.7829, -3.7465], [0.0043, -2.7677, -1.7021], [-0.3519, -3.9802, -2.3014], [0.5856, -4.9631, -2.5632], [1.9157, -4.7243, -2.2054], [2.2820, -3.5349, -1.6157], [1.3489, -2.5068, -1.3517], [1.7701, -1.2647, -0.7408], [-3.2494, -2.3006, -5.0162], [-1.7228, -2.1432, -4.1450], [-2.8206, -0.7760, -4.2296], [-5.1799, -2.9926, -3.9780], [-6.3506, -3.9260, -2.0205], [-5.2628, -3.8417, 0.2177], [-3.0648, -2.7549, 0.4535], [-2.8619, 0.6373, -1.3338], [-3.0571, 2.7092, -2.6459], [-1.3709, 3.1944, -4.4232], [0.4261, 1.5604, -4.8600], [1.4146, -0.4278, -4.6490], [0.5656, -1.7994, -3.9226], [1.6576, -0.8516, -2.9437], [-1.3896, -4.1652, -2.5522], [0.2898, -5.8986, -3.0213], [2.6725, -5.4811, -2.3818], [3.3157, -3.3701, -1.3306], [1.1176, -0.4190, -0.9826], [2.7976, -0.9825, -1.0074], [4.7523, -1.7615, 4.0114], [3.4788, -2.3452, 3.6709], [2.3578, -1.3278, 3.8391], [3.4093, -2.5342, 2.1321], [3.1493, -3.5893, 4.3268]], "spin_multiplicity": 1, "e_tot_ha": -3272.1710, "total_charge": -1}